[1]
Molecular formula: C42H33BrN11O2Ti
Method: DFT, ωB97M-V/def2-TZVPD

The geometry in XYZ format:
```
90
Properties=species:S:1:pos:R:3
Ti 1.095 1.884 0.322
Br 5.457 -2.548 3.899
C 4.646 -1.240 2.796
C 5.065 -1.106 1.477
C 4.463 -0.150 0.677
C 3.441 0.658 1.157
O 2.864 1.565 0.324
C 3.004 0.514 2.503
C 1.971 1.337 3.074
N 1.183 2.084 2.282
C 0.437 3.166 2.691
C -0.110 3.388 3.952
C -0.852 4.553 4.196
C -1.031 5.516 3.234
C -0.452 5.348 1.951
C -0.500 6.312 0.930
C 0.137 6.078 -0.269
C 0.778 4.866 -0.477
N 0.819 3.905 0.450
C 0.250 4.152 1.671
C 3.651 -0.442 3.308
H 5.855 -1.734 1.088
H 4.791 -0.005 -0.346
H 1.916 1.428 4.154
H 0.046 2.668 4.745
H -1.281 4.701 5.180
H -1.588 6.418 3.451
H -1.026 7.243 1.101
H 0.137 6.820 -1.055
H 1.259 4.647 -1.420
H 3.344 -0.552 4.341
C 0.253 0.444 -5.084
N 0.734 1.154 -3.897
C 0.086 1.375 -2.761
N 0.901 1.912 -1.867
C 2.086 2.004 -2.558
N 2.021 1.543 -3.782
C 0.237 -1.054 -4.872
C 0.937 -1.901 -5.719
C 0.910 -3.277 -5.512
C 0.198 -3.816 -4.455
C -0.503 -2.967 -3.601
C -0.489 -1.598 -3.820
C -1.237 -3.515 -2.462
N -1.386 -4.747 -2.126
N -2.146 -4.748 -0.962
C -2.396 -3.514 -0.689
O -1.853 -2.668 -1.598
C -3.152 -2.978 0.443
C -3.729 -3.857 1.355
C -4.426 -3.350 2.438
C -4.541 -1.979 2.621
C -3.968 -1.099 1.711
C -4.102 0.393 1.941
N -3.078 1.140 1.224
C -1.795 1.264 1.542
N -1.135 1.810 0.533
C -2.117 2.030 -0.390
N -3.303 1.619 -0.020
C -3.277 -1.603 0.618
H 0.919 0.719 -5.896
H -0.746 0.812 -5.313
H -0.951 1.126 -2.618
H 2.994 2.389 -2.125
H 1.513 -1.489 -6.539
H 1.458 -3.929 -6.179
H 0.174 -4.884 -4.279
H -1.053 -0.966 -3.146
H -3.624 -4.923 1.202
H -4.876 -4.027 3.152
H -5.074 -1.595 3.484
H -4.005 0.622 3.002
H -5.064 0.766 1.597
H -1.389 0.991 2.503
H -1.958 2.549 -1.320
H -2.825 -0.938 -0.107
C 1.230 -4.628 0.206
C 1.089 -3.137 0.188
C 1.571 -2.355 -0.855
C 1.461 -0.980 -0.798
N 0.892 -0.314 0.217
C 0.417 -1.075 1.214
C 0.486 -2.451 1.239
H 1.880 -4.977 -0.594
H 0.258 -5.109 0.087
H 1.640 -4.958 1.161
H 2.066 -2.811 -1.703
H 1.900 -0.385 -1.588
H 0.016 -0.549 2.068
H 0.104 -2.986 2.101
```

Calculated values
2S+1 = 3
charge = +1
highest occupied orbital energy (alpha / beta) = -7.667 / -10.219 eV
frontier orbital gap (alpha / beta) = 4.90 / 7.44 eV
energy = -5796.54755 Ha

---

[2]
Molecular formula: C42H33F5O8
Method: DFT, ωB97M-V/def2-TZVPD

The geometry in XYZ format:
```
88
Properties=species:S:1:pos:R:3
O 3.803 4.064 2.028
C 4.905 4.214 1.572
C 6.133 4.462 2.267
C 7.288 4.472 1.608
O 8.457 4.669 2.209
C 7.334 4.203 0.203
O 8.490 4.164 -0.256
C 6.126 3.960 -0.602
C 4.972 3.965 0.051
O 3.837 3.824 -0.598
H 6.086 4.580 3.376
H 9.089 4.546 1.415
H 6.227 3.754 -1.688
H 3.083 3.719 0.081
O -4.804 0.018 -3.296
C -3.923 -0.129 -4.175
C -3.061 0.918 -4.624
C -2.003 0.664 -5.418
O -1.216 1.598 -5.959
C -1.743 -0.775 -5.899
O -0.768 -0.931 -6.603
C -2.767 -1.777 -5.521
C -3.777 -1.517 -4.641
O -4.607 -2.436 -4.189
H -3.319 1.959 -4.363
H -0.512 1.072 -6.357
H -2.589 -2.863 -5.774
H -5.305 -1.987 -3.641
F 1.576 2.597 0.703
C 0.337 2.307 0.358
C -0.203 2.859 -0.787
C -1.465 2.393 -1.198
C -2.203 1.482 -0.458
C -1.634 0.991 0.661
C -0.381 1.419 1.109
H 0.352 3.592 -1.429
H -1.867 2.728 -2.185
H -3.137 1.047 -0.758
H -2.190 0.239 1.198
H 0.108 0.937 1.981
F -1.294 -3.791 -2.474
C -0.481 -2.736 -2.844
C 0.448 -2.931 -3.807
C 1.171 -1.818 -4.262
C 0.819 -0.566 -3.892
C -0.196 -0.398 -2.871
C -0.868 -1.499 -2.414
H 0.725 -3.879 -4.153
H 1.860 -2.043 -5.066
H 1.181 0.249 -4.319
H -0.632 0.559 -2.626
H -1.652 -1.292 -1.681
F 0.993 -2.940 2.456
C 1.833 -2.181 1.608
C 1.827 -2.509 0.260
C 2.383 -1.605 -0.657
C 3.107 -0.491 -0.224
C 3.089 -0.240 1.179
C 2.417 -1.072 2.113
H 1.207 -3.319 -0.092
H 2.328 -1.752 -1.736
H 3.612 0.172 -0.909
H 3.556 0.622 1.628
H 2.260 -0.714 3.180
F 0.923 -0.490 5.469
C -0.250 -0.704 6.236
C -1.060 -1.771 5.929
C -2.173 -1.913 6.734
C -2.537 -1.081 7.757
C -1.624 -0.078 8.084
C -0.439 0.157 7.330
H -0.818 -2.556 5.193
H -2.775 -2.775 6.527
H -3.494 -1.213 8.271
H -1.873 0.599 8.894
H 0.276 0.952 7.633
F -5.943 -1.863 -1.236
C -4.932 -2.007 -0.376
C -4.013 -2.965 -0.592
C -3.120 -3.366 0.437
C -3.042 -2.583 1.566
C -4.049 -1.637 1.858
C -5.017 -1.399 0.839
H -4.017 -3.412 -1.600
H -2.389 -4.188 0.211
H -2.300 -2.850 2.300
H -3.920 -1.020 2.743
H -5.837 -0.658 0.998
```

Calculated values
highest occupied orbital energy = -9.315 eV
frontier orbital gap = 7.70 eV
energy = -2721.41236 Ha
SMILES = O=C1C=C(O)C(=O)C=C1O.O=C1C=C(O)C(=O)C=C1O.Fc1ccccc1.Fc1ccccc1.Fc1ccccc1.Fc1ccccc1.Fc1ccccc1